No. 1
Molecular formula: C22H42N4O10
Method: DFT, ωB97M-V/def2-TZVPD

Structure (XYZ):
```
78
Properties=species:S:1:pos:R:3:forces:R:3
H 22.83705 21.57605 1.02322 -0.08 0.48 0.65
C 21.50973 18.66048 7.15367 0.51 0.55 0.00
C 37.10316 13.80398 10.33016 -0.12 0.78 0.45
O 34.63975 14.58704 9.26186 -2.39 -1.96 0.52
H 22.18303 2.72616 10.11165 0.24 0.65 0.05
C 35.58278 15.25501 9.01403 1.30 0.94 0.35
H 34.12815 9.68946 6.43762 -0.06 -0.32 0.64
O 22.23694 20.75287 2.85859 -0.97 -0.64 0.15
H 28.26724 11.10383 8.36623 0.13 0.07 -0.37
C 19.11089 7.42793 0.13158 0.45 -1.51 -0.32
H 23.05221 6.02511 8.41585 -0.05 -0.33 -0.25
C 23.87517 3.76258 7.25148 0.42 -0.60 1.95
O 36.32167 5.11912 4.12962 -1.38 1.02 3.17
H 37.82698 14.03846 11.11068 0.19 0.47 -0.11
O 36.51176 4.30026 6.89383 -0.24 0.28 0.19
N 19.56298 6.58116 1.25691 -0.78 1.77 -1.64
C 35.81391 5.40034 6.54697 0.23 -0.61 0.54
H 25.30236 13.23761 7.62837 0.64 0.22 0.63
N 26.36611 11.40652 7.55909 0.63 1.55 2.33
H 21.30652 17.59179 7.22219 0.02 -0.26 -0.89
O 34.14068 9.14663 5.64593 0.83 -1.88 -0.82
H 21.04359 7.76353 1.81089 -0.03 1.04 0.34
C 23.18647 20.87815 1.78411 -0.13 -0.65 1.06
H 20.89098 20.21482 5.09581 -0.53 0.00 -0.31
N 23.13098 3.91426 8.57654 -0.45 0.98 -1.10
C 21.46964 19.32005 4.86636 0.95 1.94 0.10
H 24.53656 11.97495 8.60296 0.37 -0.39 0.03
O 22.14353 5.40341 10.12644 1.07 -0.75 -2.30
C 35.09198 7.07239 4.82760 -0.23 0.25 1.68
H 22.72359 18.78509 3.19530 -0.04 -0.28 -0.01
H 23.35397 19.97577 1.19611 -0.18 -0.62 0.33
H 20.82232 18.52131 4.50430 0.10 -0.43 0.74
H 38.52711 15.10193 8.44135 0.78 0.73 -0.13
O 19.64781 4.48061 2.16942 0.01 1.13 -1.67
C 25.13809 12.16344 7.71372 -0.54 0.64 -1.59
H 27.15275 11.53443 9.53776 -0.50 0.44 0.04
C 22.72392 5.18553 9.04793 -0.28 -1.58 1.88
O 22.29823 19.14299 6.04542 -1.42 -1.76 0.11
C 22.83453 2.62224 9.24399 -0.60 0.46 0.13
C 34.57449 7.39997 7.27011 0.48 -0.29 2.75
H 24.52906 12.07294 6.81428 -0.15 -0.88 0.13
H 36.22107 13.50867 10.89831 -0.20 0.00 -0.54
H 24.13406 21.13533 2.25744 0.27 0.41 -0.45
H 24.75315 3.20797 7.58262 0.42 0.07 -0.35
H 37.10110 4.04956 6.17870 0.01 -0.20 -0.51
H 27.66457 10.18280 6.51742 0.11 0.35 0.19
H 19.94529 8.00421 -0.26813 -0.10 0.73 0.62
O 25.89669 10.45540 5.57861 0.66 0.13 0.30
O 34.16158 8.02165 8.26586 0.16 0.03 -2.54
H 38.50359 16.23819 9.89816 0.34 -0.51 0.10
C 26.68167 10.67846 6.49630 -1.51 -1.16 -1.79
H 23.71066 2.06236 9.57114 0.38 0.40 -0.10
H 37.53742 12.94152 9.82452 -0.30 0.09 -0.57
C 35.21132 6.12808 7.52598 0.69 -1.26 -1.33
H 35.39385 16.17182 8.43440 0.98 0.23 -0.16
H 23.43514 3.10820 6.49897 -0.80 0.23 0.25
C 22.49318 19.65959 3.80380 1.51 0.68 -1.87
C 19.45278 5.25322 1.21631 -0.21 -1.24 1.97
C 20.10836 7.44912 2.27412 1.07 -1.84 -0.02
C 34.64907 7.86767 5.87169 -0.74 1.37 -2.03
C 27.41699 11.77116 8.50711 0.50 -1.08 0.12
N 36.83133 15.00326 9.49890 0.06 -0.18 0.42
H 20.44428 6.80338 3.08547 -0.52 0.34 0.48
H 37.59518 16.67689 8.52904 0.01 -0.30 -0.47
H 35.29567 5.79161 8.54876 -0.03 0.07 0.03
H 23.41351 19.91403 4.32949 0.10 0.03 0.14
C 37.96209 15.79877 9.06043 -0.63 -0.30 0.13
H 22.07293 18.83570 8.07029 -0.01 0.52 -0.09
H 20.56164 19.19826 7.15156 -0.09 0.04 0.33
H 19.39286 8.23558 2.51422 0.37 -0.01 0.26
H 18.22814 7.97476 0.46299 0.24 0.39 -0.36
H 18.89405 6.83425 -0.75647 -0.58 -0.38 0.26
H 27.78833 12.79137 8.41028 -0.33 0.11 -0.02
H 19.08071 4.94840 0.22594 0.08 -0.41 0.07
H 24.23357 4.67156 6.76835 -0.45 0.24 0.46
C 35.76681 5.73539 5.06893 0.28 1.40 -1.80
H 22.26492 1.93121 8.62261 0.09 0.24 -0.60
H 35.06045 7.41214 3.80291 0.02 0.15 0.03
```
Forces are in eV/Å.

Summary:
DFT total energy in eV: -49925.2135
Gap between HOMO and LUMO in eV: 7.2
Total charge: 0
Structure (SMILES): O=C1C=C(O)C(=O)C=C1O.CN(C)C=O.CN(C)C=O.CN(C)C=O.CN(C)C=O.COCCOC
Lowest unoccupied orbital energy in eV: -1.94

No. 2
Molecular formula: C22H42N6OPPtSi3
Method: DFT, ωB97M-V/def2-TZVPD

Structure (XYZ):
```
76
Properties=species:S:1:pos:R:3:forces:R:3
H -3.90476 1.57192 -4.54704 0.04 -0.03 0.07
Si 1.30946 2.56145 1.34969 0.00 0.16 -0.01
P -2.81598 -1.51643 -0.85807 0.03 0.00 -0.16
N -0.05528 -1.46639 -1.38535 0.22 -0.14 -0.12
H 0.81805 -3.37289 1.81582 -0.01 0.05 0.01
H 0.97954 -4.58720 -1.43369 -0.05 0.09 0.00
Si 1.87334 -0.54955 1.42475 0.15 -0.04 0.10
H 3.11913 4.29217 0.91319 0.00 -0.04 0.01
C 1.75249 0.72341 -2.84576 0.15 -0.10 0.02
N -3.26895 -0.69941 1.77506 -0.10 -0.12 -0.05
H 0.23635 3.39624 3.36582 -0.02 -0.11 -0.01
C -3.00028 0.34060 2.62118 -0.04 -0.02 -0.06
N -0.84122 -3.50175 -1.11050 -0.15 -0.16 0.05
C -2.19031 1.19278 1.93100 0.02 0.13 -0.11
H 2.06614 -0.30153 -3.05916 -0.11 0.09 0.00
Si 2.55030 1.28661 -1.18287 0.55 0.15 -0.04
H -0.82555 -2.82636 2.19475 0.00 0.02 -0.02
O 0.40245 -1.35644 1.48060 -0.05 -0.15 0.17
C -2.61286 -0.46282 0.60660 -0.03 -0.01 0.29
H -5.57897 -0.68646 -2.43565 0.02 0.02 0.03
H -4.85551 -1.56242 2.81794 0.00 0.03 0.00
C -3.32066 1.18074 -3.73000 0.00 -0.08 0.04
C -4.08136 -1.86312 2.11736 0.07 0.07 0.00
H -0.09765 1.65112 3.32193 0.10 0.02 -0.03
H -1.49344 -5.45750 -1.45862 0.03 0.01 -0.03
H -1.53125 2.44796 -3.43675 -0.05 -0.05 0.04
N -1.81892 0.74933 -2.15751 -0.08 0.16 -0.07
Pt -0.20625 0.80671 -0.80624 -0.44 -0.35 0.18
C -2.14833 1.60400 -3.17307 -0.02 -0.11 0.02
C -1.73695 -4.61780 -0.81344 0.13 0.10 0.01
C 2.92168 3.09935 -1.52962 -0.02 0.10 -0.01
H 3.24424 0.45244 3.27225 -0.09 -0.03 -0.01
H 1.96967 -2.03629 -1.78415 -0.17 -0.04 -0.02
C -2.76456 -0.17587 -2.08834 0.07 0.06 -0.01
H -3.46956 -2.63901 2.57565 0.03 0.01 0.00
H 3.34558 3.15277 -2.53979 -0.06 -0.01 0.11
C 0.49390 -3.62492 -1.38052 -0.06 0.02 0.05
C 4.24112 0.46027 -1.23999 0.02 -0.04 -0.09
H -1.80603 2.14924 2.23859 0.01 -0.10 -0.03
C 3.20916 -1.76517 0.88268 -0.05 -0.13 -0.12
H -4.55413 -2.25967 1.22364 0.00 0.00 -0.04
H 3.67702 3.49519 -0.84851 -0.08 -0.03 -0.10
C 2.39882 -0.24168 3.20590 0.02 0.00 -0.01
H 2.74065 -1.19208 3.63016 0.00 0.07 -0.04
C 0.23112 -2.54262 2.22819 0.06 0.05 0.00
H -0.20492 3.27792 -0.61870 0.07 -0.01 0.15
H 4.80399 0.88215 -2.08167 -0.07 -0.04 0.09
C -4.90778 -0.73023 -3.29031 0.13 0.09 0.05
H 3.25238 -2.54908 1.64894 0.00 0.05 -0.08
H 2.69189 4.15443 2.61067 0.01 -0.07 -0.06
H 1.49021 2.24585 3.79899 -0.08 0.07 -0.08
H 2.27124 1.38090 -3.55469 -0.08 -0.09 0.05
C 2.86608 3.57913 1.69503 0.07 -0.11 0.01
C 0.08600 3.65583 0.37440 0.01 0.18 -0.02
H 1.59756 0.13251 3.84153 0.05 -0.03 -0.03
C -1.13821 -2.17231 -1.11504 0.12 -0.08 -0.04
C 1.54976 0.95675 0.36964 -0.37 0.08 0.03
H -5.41507 -0.31817 -4.15637 0.01 0.04 -0.03
N -1.94672 0.68092 0.68865 0.46 0.14 0.00
H -1.63368 -4.92467 0.22666 0.02 0.02 0.01
H 0.69227 0.78863 -3.08882 -0.06 0.07 0.01
H 4.19863 -0.62392 -1.38145 0.01 0.15 0.04
H 2.04777 3.75909 -1.50435 0.14 -0.08 0.02
C 0.96654 -2.35465 -1.54880 -0.10 0.07 -0.10
H -0.84076 3.82321 0.93391 0.09 -0.02 -0.06
H 4.81412 0.66110 -0.32884 -0.05 -0.01 -0.09
H -4.64982 -1.76613 -3.49505 0.04 -0.01 0.00
H 4.19591 -1.29305 0.86051 -0.13 -0.03 0.06
H 0.50850 -2.41592 3.28133 -0.01 0.01 -0.07
N -3.70013 0.06014 -3.03863 -0.17 -0.09 -0.09
C 0.65450 2.41197 3.11492 -0.07 -0.02 0.08
H 3.05055 -2.26147 -0.07790 0.10 0.12 0.20
H 0.53972 4.63834 0.19383 -0.07 -0.07 0.09
H -2.76474 -4.32268 -0.99820 -0.04 0.04 -0.02
H 3.74132 2.94246 1.87702 -0.09 0.08 -0.03
H -3.41856 0.39203 3.61466 0.05 0.00 -0.11
```
Forces are in eV/Å.

Summary:
DFT total energy in eV: -70649.9080
Gap between HOMO and LUMO (spin up / spin down) in eV: 7.6 / 7.6
Total charge: +1
Lowest unoccupied orbital energy (spin up / spin down) in eV: -2.80 / -2.80

No. 3
Molecular formula: C22H42NP3RuS2
Method: DFT, ωB97M-V/def2-TZVPD

Structure (XYZ):
```
71
Properties=species:S:1:pos:R:3:forces:R:3
C 1.57193 -1.68073 -1.45120 1.51 -1.26 -1.42
C -2.34731 0.36806 -5.70698 -0.16 0.19 -0.90
H -3.47220 -0.23093 -1.34499 0.12 -0.05 0.15
Ru 0.56607 -0.24527 -0.10213 2.85 0.49 0.31
C -2.52879 0.26430 -1.08884 0.09 0.22 -0.19
H 1.64289 -1.02447 -3.49615 0.03 0.35 0.63
H -1.17432 -3.24754 -0.58253 -0.19 0.00 -0.04
H 1.97576 -1.84967 -0.37187 0.02 0.65 -2.03
H -1.01974 1.41900 -4.37716 -0.38 -0.57 0.11
H -3.55871 -0.96569 -6.94569 0.58 0.28 0.52
H 3.83710 0.01479 2.29368 -0.01 0.41 -0.11
C 1.18164 -0.10177 5.43105 -0.15 -0.18 0.12
C -2.33220 -2.03428 -5.57922 -1.08 -0.46 -0.62
H -2.64942 1.28452 -6.23122 0.01 -0.43 0.31
H 2.65488 -0.56923 3.89028 -0.23 0.39 0.14
H -1.86917 2.78633 2.52479 0.03 -0.38 -0.19
C -1.03996 -0.72525 -3.99023 0.53 0.60 -0.15
H -1.15537 3.72042 0.63974 0.17 -0.10 -0.32
H 2.47819 3.20436 0.31053 0.15 -0.30 -0.49
C 1.61664 -0.58165 4.20332 -0.43 -0.26 -0.34
H 0.03104 3.22898 2.92674 0.25 -0.22 -0.26
S -0.64989 -3.53875 -4.28212 -1.65 0.15 -0.53
H -2.86968 -2.19656 1.40824 0.18 0.21 -0.08
C -0.64875 2.94677 0.04418 0.13 -0.09 0.07
C 0.70259 -1.19077 3.33982 -0.16 -0.56 1.44
S 1.09308 -1.73577 1.75969 -0.31 -1.16 -0.27
C -1.81005 1.72402 2.24878 -0.38 -0.64 -0.18
H 4.50361 -0.79122 0.27775 0.14 0.18 -0.18
H -1.09212 -2.21437 3.31908 0.21 0.30 0.20
P 2.67869 0.74417 0.29783 1.99 2.46 1.25
H -2.10407 -0.90055 2.30819 -0.15 0.28 -0.26
C -0.99002 -1.06207 5.04161 0.61 -0.32 -0.46
H -3.49291 -0.55973 1.26562 0.20 -0.05 -0.09
H 1.30304 -2.67538 -1.85451 -0.50 0.60 0.51
H -0.43645 -0.70723 -3.06530 -0.34 0.14 -0.93
H -2.04118 0.54081 -2.02707 -0.08 0.04 0.19
H -0.51181 0.09782 6.77289 0.04 -0.11 -0.16
H 4.44649 1.58969 1.69127 -0.34 -0.22 0.02
H 4.82803 0.70714 -0.70692 -0.05 -0.37 0.14
C 1.87774 -0.76126 -2.45189 -0.27 -0.94 1.49
H 2.93429 1.53262 2.65415 0.37 -0.23 -0.24
C -2.57102 -1.14236 1.35740 0.11 -0.18 0.61
C 3.53853 1.00244 1.91225 -0.44 -0.20 0.10
P -1.48460 -0.88562 -0.10920 -5.90 -0.96 0.42
H -2.90443 -2.78490 -0.58890 0.36 0.27 -0.15
H -2.73755 1.45785 1.73995 0.14 0.01 0.09
H 0.58967 -3.17515 -4.15685 1.29 0.57 0.50
H 0.26956 3.35466 -0.38311 -0.24 0.00 0.06
H -2.01733 -1.30614 5.29478 0.20 -0.12 0.12
H 1.57674 2.95724 2.10771 -0.08 -0.06 0.11
C -1.43512 0.43599 -4.65183 0.99 -0.28 1.30
N -0.52307 -1.55417 3.85291 0.36 1.00 0.36
C -2.81602 -0.87051 -6.13059 -1.04 -0.62 -1.04
C 2.71863 2.43752 -0.44521 -0.08 -0.46 -0.10
C -0.14630 -0.30282 5.83083 -0.14 0.13 -0.01
H -2.61367 -3.02915 -5.93872 -0.15 0.48 -0.17
H 3.85965 -0.67187 -1.35767 0.55 0.29 0.26
C -1.89153 -2.48028 -0.89495 0.75 -0.46 -0.67
H -1.30827 2.61868 -0.76277 0.14 0.17 0.13
H -2.76110 1.17877 -0.53622 0.00 -0.23 -0.04
H 3.74133 2.58318 -0.82764 -0.42 0.23 0.12
H 2.39410 0.18984 -2.28949 -0.30 -0.32 -0.24
H 1.87742 0.43229 6.07394 -0.13 -0.16 0.04
C 0.69029 2.46120 2.49790 0.44 -0.03 0.00
H 1.99384 2.46854 -1.27399 0.41 0.27 0.19
H 0.96639 1.77538 3.30227 -0.01 0.15 -0.11
P -0.27689 1.57366 1.21469 -0.89 2.52 0.63
C -1.39331 -1.98355 -4.55087 1.04 -0.28 0.55
H -1.85514 -2.37820 -1.98566 0.00 -0.11 0.34
C 4.11242 -0.09118 -0.46800 -0.28 -0.74 -0.43
H -1.72279 1.14494 3.17383 -0.04 0.06 -0.14
```
Forces are in eV/Å.

Summary:
DFT total energy in eV: -77060.4286
Gap between HOMO and LUMO (spin up / spin down) in eV: 7.1 / 5.5
Expectation value of S²: 6.039
Total charge: +4
Multiplicity: 5
Lowest unoccupied orbital energy (spin up / spin down) in eV: -12.29 / -14.77